(1)
23
Properties=species:S:1:pos:R:3:forces:R:3 method="wB97M-V/def2-TZVPD" largest_force_ev_per_a=1.7 e_homo_ev="-11.55 / -11.55" orbital_gap_ev="7.836 / 7.845" e_tot_ev=-51000.512 relative_energy_ev=0.397 lumo_ev="-3.711 / -3.703" multiplicity=5 charge=+1
Fe -0.683 0.155 0.102 1.531 0.113 -0.805
C 3.123 -0.873 -1.202 -0.211 0.517 -0.407
C 2.175 0.276 -0.903 0.392 -0.009 0.297
O 2.650 1.319 -0.506 -0.035 0.615 0.331
O 0.901 0.084 -1.075 -1.093 -0.654 0.278
H 3.631 -0.615 -2.134 -0.071 -0.171 -0.078
H 2.608 -1.822 -1.320 0.150 -0.109 0.105
H 3.902 -0.851 -0.445 -0.069 -0.332 0.126
O -2.518 0.319 1.331 -0.255 -0.057 0.238
H -3.370 -0.069 1.101 0.061 -0.016 -0.085
H -2.658 0.773 2.171 0.155 0.014 -0.017
O -0.305 -1.711 1.033 -0.109 -0.761 0.493
H -0.974 -2.362 1.274 0.021 0.026 0.020
H 0.544 -2.156 1.145 0.081 0.199 -0.174
O -1.964 -0.898 -1.223 -0.832 0.120 -0.271
H -2.181 -1.811 -1.445 0.301 -0.051 0.039
H -2.596 -0.362 -1.717 0.085 -0.073 -0.121
O 0.446 0.965 1.727 -0.143 0.466 0.563
H 0.905 1.817 1.713 0.196 -0.158 -0.345
H 0.559 0.621 2.620 0.021 -0.114 -0.072
O -1.220 2.069 -0.644 -0.510 0.512 -0.045
H -1.556 2.302 -1.517 0.253 -0.058 -0.083
H -1.418 2.830 -0.086 0.082 -0.017 0.010

(2)
89
Properties=species:S:1:pos:R:3:forces:R:3 method="wB97M-V/def2-TZVPD" largest_force_ev_per_a=0.9 e_homo_ev=-7.94 orbital_gap_ev=7.122 e_tot_ev=-96265.187 lumo_ev=-0.813 charge=0
Sn -0.035 1.550 1.881 0.193 0.077 0.129
C 2.625 -0.175 3.997 -0.240 -0.125 -0.219
O 1.349 -0.464 3.412 0.071 0.126 0.131
C 1.143 -1.700 2.876 0.220 0.317 0.184
C 2.068 -2.727 2.989 -0.031 -0.180 -0.058
C 1.802 -3.960 2.399 -0.035 0.036 0.018
C 0.620 -4.158 1.703 0.020 -0.012 -0.011
C -0.305 -3.126 1.609 -0.096 -0.053 -0.114
C -0.065 -1.894 2.195 -0.052 0.198 0.059
N -0.989 -0.787 2.082 0.616 -0.440 0.146
N -2.160 -1.186 1.914 -0.552 -0.204 -0.087
C -3.202 -0.321 1.724 -0.364 0.196 0.294
C -3.161 1.082 1.912 -0.504 -0.287 -0.224
O -2.110 1.785 2.186 0.285 0.001 -0.005
C -4.394 1.817 1.786 0.298 -0.006 0.058
C -5.549 1.209 1.458 -0.251 -0.214 -0.086
C -5.629 -0.208 1.239 -0.130 0.346 0.024
C -6.853 -0.816 0.898 -0.030 0.069 -0.016
C -6.934 -2.171 0.716 0.160 -0.097 0.031
C -5.776 -2.951 0.874 -0.296 0.130 0.426
C -4.573 -2.375 1.203 -0.031 0.219 0.340
C -4.467 -0.980 1.392 0.242 -0.075 0.243
H 2.796 -0.804 4.870 0.017 0.014 0.072
H 2.603 0.872 4.288 -0.064 0.005 -0.007
H 3.420 -0.328 3.266 0.038 -0.010 -0.015
H 2.990 -2.577 3.534 -0.055 -0.023 -0.045
H 2.529 -4.758 2.487 -0.043 0.027 -0.012
H 0.415 -5.109 1.228 0.006 0.033 0.020
H -1.228 -3.255 1.056 0.061 -0.011 0.044
H -4.334 2.885 1.951 0.003 -0.028 -0.010
H -6.457 1.797 1.356 0.051 -0.055 -0.007
H -7.732 -0.190 0.784 0.062 -0.026 0.006
H -7.876 -2.635 0.449 0.053 0.005 0.022
H -5.830 -4.025 0.736 -0.030 0.119 0.036
H -3.691 -2.991 1.324 -0.058 0.054 -0.012
F 6.903 -2.950 -2.998 0.089 0.016 -0.013
C 5.715 -3.558 -3.161 -0.152 0.067 0.045
F 5.529 -3.713 -4.481 0.050 -0.052 -0.057
F 5.822 -4.781 -2.620 0.028 -0.066 -0.004
C 4.603 -2.764 -2.534 -0.011 0.043 -0.013
C 3.944 -1.797 -3.283 -0.017 0.050 -0.041
C 2.951 -1.030 -2.696 -0.007 0.032 -0.081
C 2.612 -1.223 -1.359 -0.082 -0.042 -0.046
C 3.283 -2.191 -0.618 -0.016 -0.081 0.009
C 4.276 -2.967 -1.205 -0.077 0.033 0.103
P 1.301 -0.262 -0.517 0.011 0.083 -0.046
C 1.430 1.377 -1.332 -0.020 -0.026 -0.094
C 0.595 1.853 -2.343 0.012 0.002 -0.048
C 0.762 3.133 -2.846 -0.074 -0.073 0.007
C 1.773 3.944 -2.349 -0.001 -0.047 0.001
C 2.620 3.482 -1.356 0.018 -0.099 0.073
C 2.435 2.208 -0.840 0.058 0.046 -0.036
C 1.925 5.331 -2.905 -0.031 -0.221 0.073
F 2.316 5.309 -4.189 0.059 0.051 -0.093
F 0.764 6.007 -2.865 -0.054 0.083 0.002
F 2.829 6.047 -2.219 0.061 0.139 -0.020
C -0.258 -0.974 -1.158 -0.016 -0.004 0.009
C -0.314 -2.251 -1.714 -0.064 -0.018 -0.091
C -1.536 -2.830 -2.029 0.110 -0.023 0.073
C -2.715 -2.145 -1.772 0.048 -0.058 -0.033
C -2.680 -0.880 -1.207 0.043 0.192 -0.194
C -1.457 -0.303 -0.906 0.091 -0.054 -0.157
C -4.030 -2.803 -2.083 0.154 0.197 0.011
F -3.969 -3.502 -3.230 -0.063 -0.057 -0.049
F -5.017 -1.905 -2.207 -0.089 -0.038 -0.031
F -4.395 -3.665 -1.117 0.295 -0.404 -0.732
H 4.203 -1.650 -4.324 -0.005 0.004 0.033
H 2.438 -0.278 -3.286 0.030 -0.034 0.042
H 3.016 -2.351 0.421 0.022 0.012 -0.018
H 4.790 -3.727 -0.630 -0.021 0.031 -0.005
H -0.198 1.228 -2.735 0.023 0.004 0.000
H 0.101 3.506 -3.619 0.018 -0.025 0.034
H 3.403 4.120 -0.967 -0.019 -0.032 0.011
H 3.070 1.868 -0.029 -0.006 0.009 -0.013
H 0.597 -2.805 -1.904 0.004 0.021 -0.004
H -1.571 -3.818 -2.471 0.013 0.045 0.009
H -3.601 -0.350 -0.998 0.101 -0.021 -0.100
H -1.448 0.690 -0.463 -0.029 0.040 -0.050
O -0.287 3.547 0.563 -0.096 -0.077 -0.042
C 0.634 4.206 1.107 0.357 -0.083 0.437
C 0.878 5.693 0.930 0.019 -0.070 0.027
C 2.055 5.947 1.878 -0.179 -0.071 -0.075
C 2.355 4.570 2.486 0.121 -0.016 -0.182
O 3.236 4.348 3.287 -0.217 0.001 -0.113
N 1.488 3.624 1.959 -0.067 0.453 0.091
H -0.030 6.232 1.204 0.005 -0.004 -0.022
H 1.077 5.914 -0.120 0.025 -0.004 0.093
H 1.814 6.637 2.685 -0.005 0.032 0.016
H 2.950 6.326 1.388 0.020 -0.013 -0.050

(3)
35
Properties=species:S:1:pos:R:3:forces:R:3 method="wB97M-V/def2-TZVPD" largest_force_ev_per_a=6.3 e_homo_ev=-17.04 orbital_gap_ev=10.965 e_tot_ev=-16728.073 relative_energy_ev=0.000 lumo_ev=-6.071 charge=+2
C 2.119 -1.663 -1.391 -1.566 0.079 -2.723
C 1.122 -1.208 -0.351 -2.938 -2.035 1.500
C 0.982 0.276 -0.156 4.246 2.087 4.124
C 0.289 1.070 -1.154 -3.000 2.616 -0.540
C -1.221 0.827 -1.047 -1.457 -0.660 -0.879
N -1.857 1.442 0.195 0.935 0.569 0.050
N 3.048 -2.842 -1.050 0.615 -2.153 -0.911
H 1.636 -1.864 -2.391 0.172 -0.653 1.219
H 2.609 -0.768 -1.727 1.672 0.076 0.450
H 0.001 -1.581 -0.516 2.783 0.103 0.102
H 1.407 -1.680 0.631 -0.381 0.546 -0.683
H 0.661 0.600 0.929 -0.300 -1.275 -1.935
H 2.045 0.712 0.046 -1.251 -0.648 -0.972
H 0.556 0.984 -2.171 0.505 -1.046 -1.281
H 0.329 2.203 -1.157 0.584 -1.037 0.967
H -1.824 1.215 -1.901 0.832 -0.191 0.575
H -1.488 -0.244 -0.938 0.305 0.489 -0.279
H -1.783 0.743 0.983 -0.358 1.509 -0.625
H -2.848 1.684 -0.022 0.854 -0.301 0.600
H -1.354 2.354 0.445 -0.975 -1.579 -0.065
H 2.749 -3.329 -0.129 1.051 1.444 -1.385
H 4.064 -2.467 -1.085 -1.913 -1.180 0.663
H 3.025 -3.757 -1.759 -0.074 3.281 1.763
H -2.615 2.275 3.636 0.519 -0.489 -1.231
H -1.747 1.083 3.344 1.013 -1.381 0.745
O -2.156 1.795 2.894 -1.389 1.805 0.520
H -1.215 4.545 -1.766 0.039 0.583 0.192
H -1.391 3.786 -3.060 -0.044 -0.072 0.211
O -1.341 3.662 -2.101 -0.037 -0.424 -0.319
H -0.068 -0.870 4.060 1.014 0.912 -0.717
H 0.918 0.177 3.272 1.304 0.607 1.060
O 0.161 -0.368 3.244 -2.397 -1.436 -0.284
H -1.206 -3.642 0.908 -0.629 2.036 -0.347
H -2.283 -2.499 0.550 1.095 -0.685 0.353
O -1.324 -2.653 0.733 -0.831 -1.498 0.081

(4)
18
Properties=species:S:1:pos:R:3:forces:R:3 method="wB97M-V/def2-TZVPD" largest_force_ev_per_a=2.9 e_homo_ev=-9.50 orbital_gap_ev=10.058 e_tot_ev=-13426.945 relative_energy_ev=0.429 lumo_ev=0.562 smiles="O=c1cc[nH]c(=O)[nH]1.C=C" charge=0
C 0.062 1.537 -0.147 -0.634 0.242 -0.159
C -0.809 1.356 0.994 -0.412 -0.332 0.827
C -0.691 0.211 1.710 0.022 0.613 0.553
C 1.250 -0.521 0.450 -0.662 -0.029 -0.152
C -1.139 -2.134 -1.498 -0.969 2.697 -0.367
C -1.854 -0.980 -1.622 0.295 -1.696 0.460
H 1.480 0.699 -1.280 -0.176 -0.590 1.604
H -1.537 2.157 1.210 0.423 -0.808 -0.146
H -1.317 -0.027 2.584 0.290 0.150 -0.630
H 0.473 -1.509 2.007 -0.088 -0.410 0.395
H -0.092 -2.218 -1.743 0.071 0.032 -0.146
H -1.641 -2.981 -1.118 -0.281 -0.921 0.382
H -1.461 -0.053 -2.021 0.121 -0.086 0.037
H -2.913 -0.962 -1.294 0.774 -0.005 -0.351
N 1.016 0.564 -0.347 0.531 0.560 -1.396
N 0.327 -0.686 1.467 -0.366 0.920 -0.397
O -0.043 2.426 -0.962 -0.020 0.530 -0.275
O 2.129 -1.309 0.272 1.079 -0.868 -0.238